Entry 1:
{"formula": "C37H51ClF9N11O16S3", "method": "ωB97M-V with the def2-TZVPD basis set", "symbols": ["Cl", "S", "S", "S", "F", "F", "F", "F", "F", "F", "F", "F", "F", "O", "O", "O", "O", "O", "O", "O", "O", "O", "O", "O", "O", "O", "O", "O", "O", "N", "N", "N", "N", "N", "N", "N", "N", "N", "N", "N", "C", "C", "C", "C", "C", "C", "C", "C", "C", "C", "C", "C", "C", "C", "C", "C", "C", "C", "C", "C", "C", "C", "C", "C", "C", "C", "C", "C", "C", "C", "C", "C", "C", "C", "C", "C", "C", "H", "H", "H", "H", "H", "H", "H", "H", "H", "H", "H", "H", "H", "H", "H", "H", "H", "H", "H", "H", "H", "H", "H", "H", "H", "H", "H", "H", "H", "H", "H", "H", "H", "H", "H", "H", "H", "H", "H", "H", "H", "H", "H", "H", "H", "H", "H", "H", "H", "H", "H"], "coordinates": [[0.050, 0.356, 5.461], [2.017, -0.106, -5.717], [2.623, -0.469, 3.481], [-0.461, 0.339, -4.122], [-5.020, 2.065, 7.173], [-6.395, 2.865, 4.779], [-5.349, 1.248, 3.792], [-4.282, 3.673, 3.389], [-2.706, 1.401, 3.832], [-4.194, 4.073, 5.519], [-4.433, 0.315, 6.064], [-2.504, 2.093, 5.913], [-6.513, 0.812, 6.280], [-2.135, -3.014, -10.962], [-4.379, -4.272, 6.900], [-1.684, -9.192, -9.378], [5.175, 2.623, -11.495], [-1.691, -7.182, -10.155], [-3.437, -1.249, 11.086], [3.479, 2.773, 1.018], [-10.764, -1.171, 6.637], [3.316, 2.043, -1.005], [6.983, 1.832, -10.631], [-2.754, -3.206, -8.907], [4.485, 0.583, -8.555], [4.551, 1.231, -6.503], [-11.862, -0.239, 5.032], [-4.415, -5.188, 4.950], [-1.765, -0.555, 9.914], [-1.974, -3.389, -9.821], [-2.138, -8.073, -9.459], [6.081, 1.816, -11.440], [-4.346, -4.230, 5.687], [4.650, 1.425, -7.697], [0.080, -1.882, -5.452], [3.493, 2.921, -0.184], [0.824, 1.712, 4.558], [-2.885, -1.005, 10.034], [0.041, -4.065, -5.862], [-10.865, -0.407, 5.701], [-1.239, -2.236, -5.646], [-1.256, -3.566, -5.902], [0.665, 1.431, 3.156], [4.775, 1.901, 5.964], [2.540, 2.764, 5.874], [5.617, -0.039, 4.660], [-2.681, 2.483, 4.620], [0.804, -3.044, -5.597], [3.746, 4.299, -0.688], [5.244, -1.540, 4.650], [6.068, 0.723, -12.448], [6.393, 0.400, 3.404], [-5.293, 1.325, 6.118], [0.284, 0.532, -1.040], [3.159, 0.820, 4.580], [-0.335, 1.854, 1.032], [-4.090, 3.108, 4.607], [-9.654, 0.386, 5.352], [4.994, 2.804, -8.136], [0.256, 1.787, -1.915], [-0.228, 2.178, 2.387], [0.586, -0.620, -5.149], [4.482, 0.886, 5.045], [-1.074, 3.364, 2.827], [1.289, 0.111, 1.206], [-0.726, -4.132, -9.494], [-3.657, -1.286, 8.792], [0.395, 0.838, 0.425], [-3.342, -7.746, -8.646], [-5.271, 2.123, 4.794], [0.710, 1.488, -3.344], [1.420, 0.429, 2.550], [5.642, 0.452, 2.082], [-4.208, -2.884, 5.066], [-1.595, 3.486, 4.251], [2.197, 1.750, 4.981], [3.828, 2.829, 6.379], [-0.627, -0.037, -1.220], [4.795, 1.125, 2.187], [0.787, 2.390, -3.939], [1.869, -3.121, -5.496], [6.730, 1.419, 3.607], [-9.889, 1.018, 4.504], [-4.560, -0.683, 8.829], [6.063, -2.092, 5.103], [-2.072, 4.464, 4.316], [7.298, -0.200, 3.329], [-2.055, -1.540, -5.602], [4.328, -1.754, 5.188], [-0.831, 3.496, 5.013], [5.188, -1.893, 3.624], [-3.898, -2.345, 8.786], [1.107, -0.100, -1.362], [4.717, 4.608, -0.315], [-0.134, -4.222, -10.397], [1.886, -0.672, 0.766], [-0.504, 4.260, 2.586], [-4.126, -7.447, -9.335], [-3.624, -8.627, -8.083], [-9.391, 0.978, 6.223], [-1.006, 2.438, 0.415], [4.217, 3.467, -7.770], [5.775, 1.979, 6.366], [1.778, 3.461, 6.186], [3.729, 4.276, -1.772], [-5.061, -2.290, 5.383], [5.257, -0.509, 1.759], [-4.192, -3.001, 3.989], [-0.201, -3.567, -8.729], [4.062, 3.601, 7.095], [0.900, 2.565, -1.518], [-3.076, -6.924, -7.988], [5.956, 3.054, -7.699], [5.048, 2.812, -9.217], [6.269, 0.895, 1.312], [-1.019, -5.106, -9.122], [-3.280, -2.451, 5.427], [-3.044, -1.020, 7.940], [5.138, 0.177, -12.318], [6.927, 0.087, -12.274], [6.350, 0.078, 5.456], [2.961, 4.937, -0.293], [-2.112, -4.166, -6.133], [-8.863, -0.317, 5.112], [-1.934, 3.385, 2.162], [-0.755, 2.193, -1.980], [1.668, 0.978, -3.326], [6.109, 1.186, -13.429]], "smiles": "CC[C@H](C)c1cccc2c1Sc1cc(CCCSC(=S)n3ccnc3)cc(CCC(F)(F)C(F)(F)C(F)(F)C(F)(F)F)c1N2Cl.C[N+](=O)[O-].C[N+](=O)[O-].C[N+](=O)[O-].C[N+](=O)[O-].C[N+](=O)[O-].C[N+](=O)[O-].C[N+](=O)[O-].C[N+](=O)[O-]", "charge": 0, "homo_lumo_gap_ev": 7.7137, "homo_energy_ev": -8.271}

Entry 2:
{"formula": "C37H51F3FeN4OPS", "method": "ωB97M-V with the def2-TZVPD basis set", "symbols": ["Fe", "S", "P", "F", "F", "F", "O", "N", "N", "N", "N", "C", "C", "C", "C", "C", "C", "C", "C", "C", "C", "C", "C", "C", "C", "C", "C", "C", "C", "C", "C", "C", "C", "C", "C", "C", "C", "C", "C", "C", "C", "C", "C", "C", "C", "C", "C", "C", "H", "H", "H", "H", "H", "H", "H", "H", "H", "H", "H", "H", "H", "H", "H", "H", "H", "H", "H", "H", "H", "H", "H", "H", "H", "H", "H", "H", "H", "H", "H", "H", "H", "H", "H", "H", "H", "H", "H", "H", "H", "H", "H", "H", "H", "H", "H", "H", "H", "H", "H"], "coordinates": [[-0.276, -0.442, 2.237], [-2.924, 0.255, 2.318], [-0.685, -0.028, -1.647], [-1.285, -3.109, 1.204], [0.768, -2.893, 0.548], [0.335, -3.376, 2.617], [-0.531, -0.207, -0.170], [-1.192, -0.794, 4.026], [-0.111, 1.814, 2.247], [1.318, 0.397, 4.292], [2.250, -0.424, 1.822], [2.192, 3.004, -1.758], [-0.836, -2.783, -1.896], [0.605, 1.454, -3.783], [-2.402, 0.482, -2.070], [0.305, 1.410, -2.261], [0.605, 2.482, 3.162], [0.940, 3.819, 2.989], [-4.527, -1.322, -3.137], [-2.907, -0.170, 6.161], [-0.110, -2.533, 1.624], [1.993, 2.026, -4.080], [-3.366, -0.883, -4.022], [-2.792, 0.453, -3.560], [3.911, -0.495, 0.103], [0.039, -4.026, -2.071], [-3.493, -0.125, -1.179], [2.630, -0.727, 0.579], [2.740, 0.270, 4.099], [-4.080, -1.432, -1.685], [-1.473, -0.217, 6.354], [1.571, 1.645, -1.436], [0.872, 1.762, 4.460], [-0.622, 2.473, 1.203], [1.290, -1.736, -2.726], [0.628, -4.074, -3.474], [-2.623, -0.822, 3.773], [3.145, 0.115, 2.653], [0.777, -0.505, 5.319], [-0.728, -0.520, 5.244], [4.439, 0.423, 2.249], [0.472, 4.483, 1.863], [-0.222, -1.533, -2.574], [1.575, -2.884, -3.698], [2.226, 3.295, -3.270], [-3.446, -0.446, 4.969], [-0.348, 3.810, 0.965], [4.828, 0.111, 0.953], [-0.638, -1.422, -3.583], [5.834, 0.330, 0.615], [-2.344, 1.539, -1.778], [0.830, -4.028, -1.319], [1.332, 1.587, -0.373], [-4.943, -2.268, -3.496], [1.109, -0.205, 6.328], [-0.994, -2.600, -0.830], [0.508, 0.472, -4.245], [1.622, 3.781, -1.244], [-4.300, 0.615, -1.124], [-1.006, -0.010, 7.305], [4.165, -0.767, -0.913], [-1.811, -2.981, -2.345], [3.173, 3.762, -3.550], [3.085, -0.635, 4.613], [-4.519, -0.396, 4.818], [-3.680, -0.799, -5.066], [-0.568, -4.912, -1.873], [1.534, 4.321, 3.739], [1.862, -1.173, -0.033], [-1.963, 0.750, -4.202], [-1.282, 1.887, 0.582], [1.566, 2.356, 5.078], [-4.918, -1.702, -1.039], [-2.594, -1.654, -3.996], [-0.088, 1.729, 4.986], [-2.894, -1.829, 3.435], [2.614, -3.199, -3.579], [-5.328, -0.577, -3.209], [-3.134, -0.243, -0.153], [-3.551, 0.110, 6.990], [1.479, -2.515, -4.725], [5.125, 0.881, 2.951], [1.443, 4.014, -3.531], [1.154, -5.015, -3.648], [1.707, -1.970, -1.745], [-0.776, 4.303, 0.102], [-3.570, 1.212, -3.701], [-3.350, -2.239, -1.576], [1.164, -1.502, 5.095], [0.725, 5.524, 1.702], [-0.190, -4.040, -4.202], [-0.137, 2.092, -4.272], [2.293, 0.854, -1.625], [2.766, 1.290, -3.842], [1.789, -0.836, -3.083], [2.081, 2.228, -5.150], [3.301, 1.108, 4.543], [-0.350, 2.257, -2.026], [3.199, 3.037, -1.341]], "multiplicity": 5, "charge": -1, "homo_lumo_gap_ev": [4.6001, 4.6408], "s2": 6.01, "homo_energy_ev": [-2.358, -2.400]}

It is found that the energy values, taken in the order of the records, are -5799.43051; -4037.70508 Eh.